C38H107N7O12 | the ωB97M-V functional and the def2-TZVPD basis

```
164
Properties=species:S:1:pos:R:3:forces:R:3
C -3.2253 -3.1953 -4.9104 0.87 -0.03 -0.01
C -3.5954 -1.7618 -4.5639 -1.04 -0.22 -0.81
C -5.0295 -1.6170 -4.0040 0.44 -0.07 0.27
O -5.4690 -0.2750 -4.0728 0.00 -0.12 -0.60
C -5.8722 0.2224 -5.3647 -0.46 0.82 1.38
N -2.6228 -1.0907 -3.7337 -0.27 0.54 1.69
H -3.9904 -3.9653 -5.0091 -0.46 0.53 -0.22
H -2.5482 -3.6129 -4.1652 0.16 0.18 0.05
H -2.6877 -3.1079 -5.8545 0.15 -0.61 -0.06
H -3.5850 -1.1678 -5.4778 -0.52 -0.37 -0.64
H -5.0980 -1.9369 -2.9642 0.53 0.50 0.49
H -5.7566 -2.3229 -4.4053 0.08 0.06 -1.09
H -5.1588 0.1811 -6.1878 0.15 -0.48 0.17
H -6.0395 1.2742 -5.1327 0.15 0.22 -0.28
H -6.8666 -0.1281 -5.6413 0.12 -0.61 -0.22
H -1.7216 -0.8658 -4.1304 0.03 -0.88 -0.61
H -3.0134 -0.1626 -3.6554 -0.22 0.47 0.56
C -1.6204 8.6174 -2.8284 -0.43 -0.96 -0.10
C -0.8771 7.5787 -1.9751 -1.69 0.85 1.52
C -1.2767 6.0882 -2.1793 -1.61 0.95 -0.25
O -0.5694 5.2976 -1.3020 0.98 -1.00 1.38
C -1.0829 3.9778 -1.1038 0.25 -0.22 -0.95
N 0.5267 7.7577 -2.0955 1.68 -1.50 -0.94
H -0.9418 9.4190 -3.1201 -0.03 -0.20 -0.02
H -2.5165 9.0544 -2.3877 0.02 -0.14 0.24
H -1.9463 8.0474 -3.6984 -0.06 0.46 -0.50
H -1.0421 7.7007 -0.9046 -1.00 0.25 0.17
H -1.2039 5.6925 -3.1923 0.24 0.26 -0.45
H -2.3264 6.0315 -1.8910 -0.48 0.08 -0.25
H -2.1239 3.9468 -0.7820 -0.03 0.37 0.34
H -0.4458 3.3850 -0.4474 0.04 0.60 0.36
H -1.0530 3.4112 -2.0346 -0.04 0.09 -0.42
H 0.9639 8.0631 -1.2378 -0.20 0.35 0.14
H 0.6429 6.7555 -2.0492 2.41 -0.28 -0.25
C 3.7729 6.8739 1.5525 -0.13 0.39 0.94
C 2.7184 7.1534 2.6684 0.24 -0.06 -2.37
C 3.0913 6.3261 3.8499 0.03 -0.38 0.29
O 3.0104 4.9554 3.5065 1.00 1.07 -0.30
C 2.9464 4.1190 4.6368 -1.61 -0.98 -1.19
N 2.6993 8.5975 2.8786 0.93 0.04 0.94
H 4.7511 7.1117 1.9706 0.27 0.02 0.19
H 3.6547 7.5881 0.7376 -0.32 -0.48 -0.31
H 3.8217 5.8180 1.2862 -0.27 0.39 -0.54
H 1.7561 6.9028 2.2219 -0.22 -0.44 0.47
H 2.5016 6.5229 4.7453 -0.40 0.11 0.04
H 4.1259 6.5682 4.0929 0.36 0.10 0.27
H 3.4718 4.4620 5.5281 0.00 -0.04 -0.15
H 3.2043 3.1244 4.2729 0.80 0.07 0.44
H 1.8632 4.0140 4.6997 -0.21 -0.02 1.51
H 3.6760 8.8522 2.8405 0.51 0.50 -0.71
H 2.6107 8.7661 3.8704 -1.01 0.12 0.51
C -1.7428 -0.9564 0.8426 0.51 0.44 1.71
C -0.7050 0.0793 0.4543 1.35 0.28 0.04
C 0.6615 0.1660 1.2898 -1.88 -1.52 0.37
O 0.4713 0.9463 2.4642 -0.23 0.31 -0.56
C 1.6404 1.4299 3.0414 1.31 -0.86 0.46
N -0.3249 -0.1550 -0.9086 0.23 0.22 -1.77
H -1.2451 -1.9153 0.9872 -0.20 -0.22 -0.07
H -2.5726 -1.0373 0.1404 0.22 0.13 -0.18
H -2.1442 -0.6347 1.8035 -0.31 -0.40 0.24
H -1.1564 1.0707 0.4939 0.02 0.16 0.10
H 1.5513 0.3850 0.6996 -0.32 0.90 -0.24
H 0.8644 -0.8313 1.6801 0.06 -0.58 -0.11
H 1.4616 1.7092 4.0797 -0.40 0.61 -0.32
H 2.1684 2.1589 2.4267 -0.29 0.41 0.11
H 2.3631 0.6279 3.1917 0.24 -0.51 -0.24
H 0.0786 -1.0659 -1.0749 0.71 -0.36 0.55
H -1.1768 -0.3009 -1.4312 -0.45 0.43 -0.40
C -0.0501 -4.8186 2.5466 0.76 0.22 0.14
C -0.7094 -4.3323 3.8446 1.89 -0.64 -0.07
C 0.1726 -3.3764 4.6451 0.10 1.07 0.67
O 1.2965 -3.8549 5.3729 -0.02 -0.34 -1.04
C 0.9716 -4.8948 6.2170 0.36 -0.43 2.15
N -1.8877 -3.6374 3.4732 -0.77 0.56 -0.14
H -0.3878 -5.7851 2.1726 -0.28 0.04 0.12
H 1.0349 -4.8808 2.6298 0.12 -0.20 0.29
H -0.1977 -4.0602 1.7777 -0.28 0.01 -0.06
H -0.9450 -5.1641 4.5084 0.14 -0.42 0.01
H -0.4260 -2.9259 5.4369 -0.72 0.24 -0.11
H 0.5781 -2.5444 4.0693 -0.26 -0.11 -0.47
H 0.7044 -5.8415 5.7476 0.54 -0.06 -0.08
H 0.2208 -4.7189 6.9874 -1.40 0.77 -0.60
H 1.7352 -4.9187 6.9945 1.06 -0.88 -0.71
H -2.4314 -3.4593 4.3056 -0.47 0.08 -0.07
H -2.3818 -4.2814 2.8722 -0.63 0.31 -0.05
C 2.0649 -1.4698 -5.4815 -0.37 -0.13 -1.82
C 0.9340 -0.4818 -5.2815 1.16 0.00 -2.03
C -0.1606 -0.4931 -6.4148 0.74 1.37 1.34
O -0.9520 0.7006 -6.2510 -0.51 -0.45 0.70
C -1.9062 0.8903 -7.2687 -0.32 -0.12 -1.00
N 0.4372 -0.6933 -3.9711 -0.78 0.90 0.61
H 2.9033 -1.3742 -4.7916 -0.33 0.04 0.33
H 2.4521 -1.1967 -6.4631 0.39 -0.46 -0.21
H 1.6708 -2.4853 -5.5212 0.28 -0.14 0.15
H 1.4565 0.4747 -5.2925 -0.35 0.57 -0.46
H -0.7538 -1.3943 -6.2594 -0.20 -0.15 -0.53
H 0.2736 -0.3497 -7.4042 0.33 -0.91 -0.10
H -2.6949 1.6111 -7.0532 0.46 0.33 0.74
H -2.4869 0.0221 -7.5804 0.19 -0.71 0.45
H -1.4436 1.2106 -8.2023 0.38 0.23 -0.13
H -0.0352 0.1859 -3.8169 -0.62 0.10 1.04
H 1.2914 -0.6023 -3.4398 0.04 0.09 0.93
C -4.1126 -5.3280 1.3400 -0.92 -1.09 -0.67
C -4.4172 -4.2449 0.3187 2.10 0.38 -0.20
C -4.0137 -4.6667 -1.1302 -0.53 -0.51 2.31
O -4.8524 -5.7650 -1.4781 1.66 0.70 -0.29
C -4.5896 -6.0725 -2.8313 -2.42 -0.34 -0.37
N -5.7449 -3.7328 0.4037 -0.71 0.09 0.17
H -4.4353 -5.1708 2.3692 0.09 0.62 -0.07
H -3.0706 -5.6464 1.3087 0.07 0.12 -0.02
H -4.7057 -6.1786 1.0040 0.10 -0.47 0.14
H -3.7251 -3.4411 0.5701 0.02 0.50 -0.12
H -2.9731 -4.9910 -1.1250 0.28 -0.02 -0.14
H -4.0987 -3.7893 -1.7713 -0.28 -0.06 -0.43
H -3.5873 -6.2935 -3.1983 0.34 0.11 0.68
H -5.0306 -5.2500 -3.3945 0.36 0.13 -0.55
H -5.2572 -6.9156 -3.0084 0.31 -0.30 -0.39
H -6.4040 -4.4859 0.2674 -0.19 -0.22 -0.02
H -5.8738 -3.1237 -0.3916 -0.26 0.35 -0.04
C -1.1942 2.2786 5.4830 -0.59 -1.03 0.50
C -1.9835 1.7657 4.2735 0.33 0.26 1.00
O -1.4308 2.5038 3.2751 0.05 1.27 -2.75
H -1.2946 3.3640 5.4778 -0.47 -0.10 0.74
H -0.1177 2.1381 5.3864 0.00 -0.38 -0.55
H -1.4425 1.6879 6.3647 -0.31 0.73 0.64
H -3.0446 2.0054 4.2062 -0.19 0.08 0.95
H -1.9328 0.6869 4.1255 0.36 -0.28 0.00
H -0.6337 2.0671 2.9660 0.15 -0.25 -0.44
C 6.3531 4.3033 2.2317 0.22 1.17 -0.03
C 5.4282 3.1292 2.2467 -0.16 -0.76 0.00
O 4.1486 3.3136 1.6201 1.40 -0.52 -0.13
H 7.3148 4.0287 2.6649 0.06 -0.08 -0.03
H 6.0122 5.1912 2.7641 -0.29 -0.13 0.36
H 6.5220 4.6798 1.2228 0.08 -0.31 -0.22
H 5.3134 2.7108 3.2467 -0.28 0.37 0.47
H 6.0109 2.3329 1.7837 -0.60 -0.22 -0.77
H 3.7726 4.0986 2.0252 -0.32 0.14 0.38
C 4.4055 -3.5294 -0.5805 1.23 -1.72 1.43
C 3.2420 -2.6521 -0.4856 -0.50 0.20 1.04
O 3.3146 -1.8981 -1.6450 -0.57 1.18 -1.00
H 4.3324 -3.9972 -1.5623 0.89 0.00 -0.06
H 4.4564 -4.3388 0.1478 -0.50 -0.31 0.17
H 5.2991 -2.9703 -0.3029 0.29 0.09 -1.04
H 3.3165 -1.9983 0.3834 -0.36 0.06 0.03
H 2.3203 -3.2337 -0.5035 -0.25 0.14 0.47
H 3.1277 -2.6064 -2.2654 -0.28 0.52 -1.05
C 4.6597 -2.1758 3.3034 0.55 -0.39 1.13
C 4.6004 -2.5637 4.8116 -1.70 -0.70 -0.70
O 3.7566 -1.6470 5.4614 -0.17 1.24 0.81
H 5.0836 -3.0067 2.7395 0.38 0.33 -0.27
H 5.1944 -1.2283 3.2372 0.51 -0.24 -0.29
H 3.6924 -1.9365 2.8618 -0.35 -0.38 0.46
H 5.5146 -2.7207 5.3839 0.43 0.63 -0.52
H 4.0334 -3.4734 5.0094 0.53 -0.88 -0.88
H 2.8928 -2.0605 5.3949 -0.32 0.27 0.26
C 0.2138 -4.8979 -1.3893 1.03 0.31 0.06
C -0.1924 -3.8667 -2.3963 -1.38 0.36 0.68
O 0.9064 -3.1134 -2.8366 0.32 -1.04 0.52
H 0.5583 -4.3693 -0.5005 -0.23 0.06 0.23
H 1.1313 -5.3756 -1.7330 -0.32 -0.84 -0.12
H -0.6237 -5.5312 -1.0967 0.30 -0.34 -0.22
H -0.9188 -3.2815 -1.8324 -0.06 0.91 0.00
H -0.8449 -4.2244 -3.1928 0.57 -0.55 -0.50
H 0.5748 -2.2780 -3.1740 -0.38 0.57 -0.52
```
Forces are in eV/Å.

Summary:
M = 854.311 g mol⁻¹
energy = -76131.27285 eV
energy relative to the best compared isomer or geometry (same formula, charge and spin) = 81.67 kcal per mole
2S+1 = 2
total charge = -1
LUMO level (alpha / beta) = 0.0725 / 0.0715 Ha



C38H107N9O18 | the ωB97M-V functional and the def2-TZVPD basis

```
172
Properties=species:S:1:pos:R:3:forces:R:3
C 34.8311 15.3767 13.8191 0.12 0.71 1.06
O 33.6428 14.5906 13.8431 0.90 1.19 -1.81
C 33.6201 13.7086 14.8967 -0.29 -0.98 1.05
C 32.2943 12.9273 14.8472 0.13 0.23 -0.23
N 32.3986 11.5891 15.3970 -0.38 -0.46 0.88
C 31.1945 10.7405 15.3408 -0.35 0.79 -1.27
C 30.5556 10.5570 13.9596 -1.62 1.63 -0.20
O 29.7059 11.7591 13.5555 1.22 -1.06 0.68
C 28.8517 11.5019 12.4304 1.55 -0.80 0.65
H 35.7915 14.8614 13.8304 -0.19 -0.90 -0.09
H 34.8488 15.9741 14.7306 0.01 0.19 0.30
H 34.9446 16.1120 13.0225 -0.94 -0.40 -0.43
H 33.7306 14.2318 15.8465 -0.15 0.25 0.31
H 34.4882 13.0499 14.8705 0.17 -0.50 -0.24
H 31.9720 12.9226 13.8059 -0.06 0.07 -0.19
H 31.5444 13.4898 15.4034 -0.15 -0.06 0.02
H 33.2556 11.1413 15.1053 -0.26 -0.28 -0.16
H 30.3516 11.1281 15.9129 0.37 0.44 0.58
H 31.3319 9.7155 15.6852 0.68 0.16 0.28
H 29.8175 9.7624 14.0685 0.22 -0.43 -0.32
H 31.3340 10.3482 13.2258 -0.26 0.01 -0.43
H 27.9781 10.9189 12.7220 -0.33 0.27 0.07
H 29.4437 10.8542 11.7839 -0.24 0.09 -0.68
H 28.6264 12.4451 11.9327 -0.14 -0.14 0.19
C 38.3461 20.3916 20.4133 -1.67 0.79 0.56
O 39.2113 19.4596 20.8935 2.45 -1.65 0.76
C 40.2628 20.0060 21.7261 0.54 -0.83 0.18
C 41.5280 19.0285 21.9042 -1.04 0.34 -0.17
N 42.0497 18.9141 23.2710 -1.21 0.37 0.72
C 41.1397 18.1004 24.0821 0.37 -0.67 0.69
C 41.6422 17.7714 25.4974 -0.02 0.92 -0.52
O 42.7364 16.8873 25.4695 0.69 -0.28 -0.29
C 43.2386 16.5906 26.7547 0.01 -0.54 0.25
H 37.8686 20.9087 21.2456 0.06 0.63 0.29
H 37.4841 19.8734 19.9932 0.32 -0.08 -0.66
H 38.7859 21.1338 19.7471 0.07 -0.04 -0.28
H 39.8696 20.1323 22.7348 -0.16 0.51 0.02
H 40.5536 20.9511 21.2676 0.20 0.18 0.32
H 42.3383 19.3668 21.2585 -0.15 -0.30 -0.15
H 41.1153 18.0558 21.6364 0.24 -0.25 -0.72
H 42.9560 18.4735 23.3381 0.14 0.10 -0.53
H 40.9521 17.1258 23.6317 -0.08 -0.30 -0.46
H 40.1570 18.5613 24.1814 0.09 0.27 0.02
H 40.8184 17.3462 26.0707 -0.14 -0.07 0.13
H 41.9633 18.7103 25.9484 -0.06 0.20 0.37
H 44.1038 15.9276 26.7470 0.07 0.01 -0.84
H 42.5035 16.0110 27.3132 -0.34 0.31 0.33
H 43.5859 17.4579 27.3160 -0.40 0.38 0.00
C 25.1773 0.8848 21.9526 -1.09 0.47 -0.27
O 26.5049 0.6566 22.2100 1.40 -0.45 0.38
C 27.3850 1.7340 21.9534 0.92 -1.18 -1.24
C 28.8096 1.1596 21.8822 -0.98 -0.87 -0.17
N 29.0569 0.1859 20.7594 0.56 2.07 1.07
C 30.3278 -0.5017 20.9611 -0.18 -0.19 0.44
C 30.3526 -1.6446 20.0259 0.33 -1.81 -1.12
O 29.3066 -2.5312 20.3624 -0.79 -0.44 0.78
C 29.3556 -3.8400 19.8019 -0.26 1.04 -0.28
H 24.8646 1.8263 22.4041 -0.36 0.09 0.22
H 24.5821 0.0535 22.3305 0.12 0.08 0.24
H 24.9470 0.9551 20.8896 0.16 0.07 -0.37
H 27.3494 2.5081 22.7201 -0.23 0.12 0.03
H 27.2239 2.1222 20.9477 -0.57 0.49 -0.04
H 28.9281 0.6498 22.8384 0.49 -0.05 0.27
H 29.4741 2.0215 21.8212 0.33 -0.21 -0.12
H 28.3018 -0.4742 20.6397 -0.04 -0.10 0.43
H 30.4822 -0.9125 21.9589 -0.51 -0.16 0.54
H 31.2204 0.1173 20.8709 -0.22 0.50 -0.64
H 31.2348 -2.2848 20.0345 0.75 0.60 0.21
H 30.2007 -1.3167 18.9975 0.05 0.23 -0.28
H 30.0328 -4.5515 20.2744 0.23 0.25 0.46
H 29.6717 -3.7433 18.7632 -0.26 -0.28 -0.31
H 28.3322 -4.2028 19.8976 0.16 -0.21 -0.28
C 41.5020 12.4235 16.6224 -0.88 -0.08 -0.03
O 41.8575 11.0880 16.4353 0.17 -0.59 -0.88
C 41.2270 10.3985 15.3451 -0.19 -0.33 1.04
C 41.5803 8.9408 15.5144 0.83 -2.06 -0.55
N 40.6785 8.0695 16.2860 -1.01 2.21 0.22
C 40.6616 8.5634 17.6731 0.51 -1.55 0.16
C 40.0527 7.4765 18.5056 -1.88 1.23 0.42
O 40.9527 6.4434 18.6612 0.01 -1.86 1.69
C 40.4372 5.4815 19.6609 0.38 0.77 -1.35
H 41.5036 13.0148 15.7067 0.46 0.09 -0.21
H 42.1572 12.8434 17.3856 -0.07 0.04 -0.16
H 40.4633 12.4399 16.9523 -0.24 0.33 0.39
H 41.4602 10.8068 14.3617 0.78 0.06 0.01
H 40.1376 10.4315 15.3367 -0.44 0.38 0.65
H 42.5208 8.7553 16.0333 0.75 1.06 -0.35
H 41.6956 8.4675 14.5394 -0.08 0.12 -0.23
H 41.0157 7.1175 16.2745 0.19 0.03 0.03
H 40.2346 9.5565 17.8126 -0.34 -0.25 -0.33
H 41.6589 8.5901 18.1122 0.64 0.56 -0.27
H 39.1124 7.1730 18.0454 -0.18 -0.53 -0.38
H 39.7115 7.8555 19.4690 0.31 0.27 0.47
H 39.5141 5.0592 19.2639 0.10 -0.42 -0.12
H 40.1482 5.9353 20.6089 0.34 0.50 0.03
H 41.2169 4.7403 19.8364 -0.20 0.03 -0.20
C 34.8510 6.2325 21.5618 -0.90 0.40 0.36
O 34.0230 7.3104 22.1129 1.67 -0.43 -2.08
C 33.6601 8.1639 20.9889 -0.95 -0.03 1.08
C 33.2944 9.5288 21.5871 0.00 -1.11 -0.30
N 34.4950 10.1865 22.0859 -0.50 0.77 -0.80
C 35.2511 10.7839 20.9833 0.13 0.45 1.05
C 36.4526 11.4980 21.5610 1.58 0.12 -1.00
O 37.5488 10.6010 21.5214 -0.41 -0.84 -0.26
C 38.8036 11.0538 21.9193 0.26 -0.09 -0.15
H 35.6380 6.5814 20.8934 0.33 0.48 0.43
H 34.2602 5.6039 20.8954 -0.41 -0.26 0.20
H 35.2506 5.6366 22.3824 -0.04 0.16 -0.06
H 32.8659 7.6425 20.4545 -0.45 0.23 -0.03
H 34.4284 8.3333 20.2345 0.62 -0.35 0.32
H 32.5324 9.3957 22.3550 0.18 -0.04 0.27
H 32.8146 10.1282 20.8134 0.18 0.24 -0.05
H 35.1397 9.5280 22.4992 -0.29 -0.40 0.36
H 34.6893 11.5138 20.4006 -0.52 -0.05 0.33
H 35.6033 10.0439 20.2647 0.28 -0.06 -0.16
H 36.4163 11.8842 22.5796 -0.84 0.15 0.02
H 36.7061 12.2949 20.8619 0.00 0.58 0.12
H 39.2004 11.9106 21.3747 -0.29 0.24 -0.53
H 39.4372 10.2004 21.6780 0.38 0.18 0.53
H 38.8426 11.3649 22.9632 -0.01 -0.36 0.36
C 35.0416 0.1398 28.2543 2.36 -2.56 2.69
O 35.2255 -0.7766 29.0578 -0.19 0.12 -0.02
N 34.0414 0.2015 27.4480 -3.72 0.32 -2.54
N 35.9489 1.0801 28.0612 1.92 2.08 0.04
H 33.8362 1.1072 27.0508 -0.52 -0.49 -0.22
H 33.3529 -0.5353 27.5046 -0.03 0.47 -0.01
H 35.7808 1.8465 27.4252 0.39 -0.15 0.29
H 36.7568 1.0579 28.6668 -0.25 0.25 -0.24
C 35.0069 14.7523 27.6050 2.64 1.43 -0.47
O 35.8933 15.3410 27.0456 1.17 1.11 -1.72
N 34.5596 13.5760 27.2504 -1.83 -3.79 -1.70
N 34.5297 15.1514 28.7478 -2.04 0.36 2.81
H 33.8346 13.1342 27.7974 0.12 -0.01 -0.34
H 34.5765 13.2995 26.2791 0.31 0.13 0.24
H 33.7987 14.5159 29.0338 -0.10 1.21 1.21
H 34.7892 16.0350 29.1627 -0.26 -0.46 -0.04
C 30.5125 3.4784 16.4785 0.55 -0.19 -0.21
O 29.4383 3.5634 17.3600 -1.13 -0.02 0.32
H 31.3751 3.2292 17.0965 0.67 0.49 -0.58
H 30.4370 2.7177 15.7015 -0.37 -0.46 0.08
H 30.5584 4.4090 15.9128 0.45 0.19 0.41
H 29.5645 2.9051 18.0472 -0.19 -0.06 0.01
C 30.9223 4.7535 26.8204 -0.51 0.77 0.35
O 32.1573 4.3969 26.2942 1.18 -0.69 -0.33
H 30.8893 4.3821 27.8447 -0.19 -0.17 -0.11
H 30.8093 5.8358 26.8834 -0.04 0.18 0.02
H 30.0825 4.3795 26.2348 -0.07 -0.25 0.02
H 32.4717 4.9886 25.6067 -0.33 0.13 0.03
C 29.7500 14.2952 23.5703 -1.75 0.44 0.57
O 29.3042 15.6651 23.5890 0.92 -0.17 -0.06
H 30.6476 14.0641 24.1438 0.28 0.36 -0.30
H 28.9216 13.8586 24.1281 0.15 -0.70 -0.16
H 29.7356 13.8993 22.5548 0.39 -0.08 0.04
H 30.0334 16.2255 23.3137 0.01 0.13 -0.09
C 36.7561 -1.4715 22.8318 0.76 0.04 1.16
O 37.2772 -1.5196 21.5363 -0.70 0.23 -1.31
H 35.7387 -1.0956 22.9403 -0.11 -0.10 -0.96
H 36.7805 -2.4565 23.2979 0.02 -0.01 0.23
H 37.3498 -0.7580 23.4032 0.14 -0.14 0.49
H 38.1273 -1.9640 21.4980 -0.11 -0.01 0.39
C 40.4247 7.7006 26.0857 0.36 0.65 0.10
O 39.5881 6.8864 26.8154 -1.32 -1.89 0.75
H 40.3237 7.4627 25.0268 -0.14 0.17 0.07
H 40.0719 8.7016 26.3341 0.79 0.60 -0.72
H 41.4551 7.5063 26.3834 0.30 0.47 -0.17
H 39.6979 7.0695 27.7514 0.00 0.00 -0.05
C 26.4401 9.0981 22.2345 -1.55 -0.31 0.74
O 26.6197 9.7328 20.9998 0.65 -0.09 -0.49
H 25.3642 9.0812 22.4087 -0.31 0.40 0.66
H 26.6014 8.0211 22.2804 1.06 0.14 -0.65
H 26.9508 9.6333 23.0351 0.10 -0.29 0.17
H 26.3439 10.6343 21.1810 0.05 0.14 -0.43
```
Forces are in eV/Å.

Summary:
M = 978.319 g mol⁻¹
energy = -91394.29963 eV
energy relative to the best compared isomer or geometry (same formula, charge and spin) = 0.00 kcal per mole
LUMO level = -0.0004 Ha



Number 2 is which compound?
C38H107N9O18